Formula: C9H29N7O16
Source: the Open Molecules 2025 dataset
Level of theory: ωB97M-V/def2-TZVPD

Last column: Mulliken spin population.
Geometry (Å):
C1 3.4752 -1.7890 3.5518  0.00
O1 3.6379 -1.3812 2.2161  0.00
H1 2.4895 -1.6863 4.0057  0.00
H2 3.6837 -2.8463 3.7154  0.00
H3 4.1475 -1.3031 4.2589  0.00
H4 4.1451 -2.0289 1.7213  0.00
C2 -0.4855 -3.6732 2.9815  0.00
O2 -0.8734 -3.9839 1.6301  0.00
H5 0.1415 -4.4765 3.3684  0.00
H6 0.0118 -2.7038 3.0118  0.00
H7 -1.4251 -3.6496 3.5335  0.00
H8 -0.6995 -3.1915 1.1168  0.00
C3 -3.3666 -0.0574 -2.6357  0.03
N1 -1.9101 -0.1445 -2.5771  0.28
O3 -1.3646 -0.4886 -3.6549  0.17
O4 -1.2669 -0.0266 -1.5168  0.08
H9 -3.6139 0.5762 -3.4874  0.00
H10 -3.7551 0.3871 -1.7194  -0.01
H11 -3.7805 -1.0530 -2.7956  0.01
C4 1.1397 0.2948 0.5916  -0.01
N2 -0.1257 -0.1677 1.2697  0.00
O5 -0.6428 0.5208 2.0826  0.00
O6 -0.5718 -1.2330 0.8713  0.00
H12 1.6690 -0.6169 0.3147  0.00
H13 1.7072 0.8518 1.3371  0.00
H14 0.8291 0.9268 -0.2404  0.01
C5 -3.4421 -1.6398 0.9853  0.00
N3 -4.7116 -0.9634 0.6045  0.00
O7 -5.1430 -1.2448 -0.5466  0.00
O8 -5.2567 -0.2331 1.4213  0.00
H15 -2.8750 -1.8155 0.0712  0.00
H16 -3.6600 -2.6265 1.3942  0.00
H17 -2.8932 -0.9758 1.6530  0.00
C6 0.5106 -2.9949 -1.8087  -0.01
N4 1.1171 -4.0689 -2.6294  0.00
O9 1.2657 -5.1503 -2.1418  0.00
O10 1.2846 -3.8600 -3.8527  0.00
H18 0.0766 -3.4949 -0.9429  0.00
H19 0.0147 -2.3577 -2.5409  0.01
H20 1.4418 -2.5560 -1.4506  0.00
C7 3.2690 3.5414 -2.5209  0.00
N5 2.9432 2.4733 -1.5029  0.00
O11 2.5077 2.8211 -0.4100  0.00
O12 3.2416 1.2907 -1.7992  0.00
H21 4.3420 3.7047 -2.6211  0.00
H22 2.7148 4.3785 -2.0964  0.00
H23 2.8652 3.2305 -3.4845  0.00
C8 -0.5159 3.3156 -4.4753  0.01
N6 -0.9624 3.0626 -3.0769  0.21
O13 -0.0670 2.6374 -2.3130  0.06
O14 -2.1035 3.3359 -2.7477  0.15
H24 -1.1027 4.1773 -4.7936  0.00
H25 -0.6920 2.4635 -5.1319  0.00
H26 0.5516 3.4766 -4.6256  0.00
C9 -0.3090 3.4624 4.1629  0.00
N7 1.1152 3.0165 3.8686  0.00
O15 1.3763 1.8637 4.2225  0.00
O16 1.8792 3.8728 3.3654  0.00
H27 -0.4035 3.5107 5.2477  0.00
H28 -1.1124 2.8232 3.7966  0.00
H29 -0.4621 4.4669 3.7683  0.00

* LUMO energy (spin up / spin down): 0.0727 / 0.0727 hartree
* total charge: -1
* frontier orbital gap (spin up / spin down): 3.099 / 7.969 eV
* DFT total energy: -52973.1841 eV
* spin multiplicity: 2
* ⟨S²⟩: 0.756

***

Formula: C9H29N7O6
Source: the Open Molecules 2025 dataset
Level of theory: ωB97M-V/def2-TZVPD

Last column: Mulliken charge in e.
Geometry (Å):
C1 0.0077 -2.6358 0.3834  -0.71
O1 1.1389 -1.8347 0.2101  -0.36
C2 0.8345 -0.4470 0.0949  -0.44
C3 2.0746 0.3714 -0.0407  -0.69
N1 2.6230 0.1139 -1.4012  -0.20
C4 3.9280 0.6390 -1.6318  -0.98
C5 5.0934 -0.2120 -1.1568  -0.46
O2 5.1417 -1.3603 -1.9898  -0.34
C6 5.5647 -2.5271 -1.3357  -0.71
H1 0.2680 -3.6814 0.2156  0.27
H2 -0.7836 -2.3814 -0.3350  0.27
H3 -0.3673 -2.5629 1.4149  0.30
H4 0.2711 -0.1104 0.9823  0.44
H5 0.0503 -0.2993 -0.6691  0.26
H6 2.8892 0.0714 0.6306  0.50
H7 1.8949 1.4423 0.0176  0.25
H8 2.4892 -0.8413 -1.6911  0.29
H9 4.1141 1.6333 -1.1943  0.39
H10 4.1489 0.8884 -2.6836  0.37
H11 4.9169 -0.5693 -0.1360  0.35
H12 6.0451 0.3118 -1.2860  0.38
H13 4.9502 -2.7188 -0.4510  0.31
H14 6.6420 -2.5295 -1.1315  0.29
H15 5.3974 -3.3400 -2.0475  0.24
C7 -0.4143 2.5448 -1.7672  0.59
O3 -1.3646 1.9491 -1.2670  -0.61
N2 0.2895 3.4550 -1.0028  -0.46
N3 -0.0386 2.5238 -3.0868  -0.39
H16 0.0879 3.3801 -0.0093  0.20
H17 1.1321 3.8592 -1.3525  0.20
H18 -0.3907 1.8956 -3.7747  0.19
H19 0.6155 3.2289 -3.3569  0.15
C8 -2.1769 2.7391 2.6720  0.60
O4 -1.6637 3.7889 2.2949  -0.68
N4 -2.1018 2.3652 4.0088  -0.38
N5 -2.7655 1.8526 1.8069  -0.20
H20 -2.3661 1.4622 4.3381  0.16
H21 -1.7656 3.0900 4.6120  0.22
H22 -3.2366 1.0173 2.1200  0.21
H23 -2.6865 2.0794 0.8232  0.17
C9 -4.9391 -1.8249 1.4504  0.52
O5 -4.1272 -0.9302 1.8060  -0.68
N6 -5.3946 -1.8664 0.1396  -0.32
N7 -5.3718 -2.8263 2.3338  -0.42
H24 -6.0681 -2.4928 -0.2394  0.16
H25 -4.7710 -1.3122 -0.4743  0.33
H26 -5.0525 -2.8032 3.2792  0.23
H27 -6.2093 -3.3114 2.0772  0.19
O6 -3.0606 -0.6061 -1.0356  -0.73
H28 -2.9435 -0.8949 -0.1077  0.34
H29 -2.5492 0.2170 -1.0562  0.38

* LUMO energy: 0.0227 hartree
* total charge: 0
* frontier orbital gap: 8.935 eV
* SMILES: COCCNCCOC.NC(N)=O.NC(N)=O.NC(N)=O.O
* ΔE to the lowest compared entry with this formula, charge and spin: 13.1 kcal per mole
* DFT total energy: -32520.8785 eV
* spin multiplicity: 1